# 1
The following is a quantum chemistry calculation of a molecular structure, C4H7NO2 at a distorted geometry, from the Open Molecules 2025 dataset.

CARTESIAN COORDINATES (ANGSTROEM)
1 C 0.559 0.682 -1.639
2 C -0.646 0.881 -0.775
3 N -0.976 -0.244 0.301
4 C -0.361 -1.490 0.913
5 C 0.719 -0.210 1.159
6 O 1.943 -0.063 1.160
7 O -1.345 1.910 -0.573
8 H 0.760 -0.353 -1.945
9 H 0.633 1.302 -2.523
10 H 1.290 1.176 -0.966
11 H -1.792 0.073 0.813
12 H -0.834 -1.645 1.839
13 H -0.249 -2.150 0.094
14 H 0.299 0.131 2.141

- Kohn-Sham gap (Ha) = 0.3536
- energy above the lowest of the compared OMol25 structures with the same formula, charge and spin (kcal/mol) = 116.4
- total charge = 0
- HOMO energy (eV) = -9.0

---

# 2
The following is a quantum chemistry calculation of C4H7NO2 in the gas phase at a distorted geometry, from the Open Molecules 2025 dataset.

CARTESIAN COORDINATES (ANGSTROEM)
1 C -2.294 0.279 0.263
2 O -1.251 0.643 -0.755
3 N -0.027 0.253 -0.272
4 C 0.745 -1.010 -0.392
5 C 1.969 -0.181 0.195
6 C 1.023 1.078 -0.199
7 O 1.072 2.307 -0.130
8 H -2.261 -0.856 0.551
9 H -2.321 1.078 1.170
10 H -3.283 0.567 -0.166
11 H 0.924 -1.469 -1.430
12 H 0.591 -1.886 0.328
13 H 2.980 -0.392 -0.425
14 H 2.133 -0.410 1.263

- Kohn-Sham gap (Ha) = 0.3820
- energy above the lowest of the compared OMol25 structures with the same formula, charge and spin (kcal/mol) = 104.4
- total charge = 0
- HOMO energy (eV) = -9.6
- SMILES string = CON1CCC1=O

---

# 3
The following is a quantum chemistry calculation of 2 unconnected molecules or ions with the total composition C4H7NO2, from the Open Molecules 2025 dataset.

CARTESIAN COORDINATES (ANGSTROEM)
1 C 1.185 1.217 0.503
2 C 0.138 1.796 -0.091
3 N -1.067 2.124 0.545
4 C -1.723 1.201 1.110
5 H 1.095 0.795 1.497
6 H 2.167 1.225 0.054
7 H 0.205 2.107 -1.128
8 H -2.631 1.472 1.637
9 H -1.411 0.156 1.087
10 O -0.440 -3.568 -0.429
11 C 0.347 -2.759 -0.788
12 O 0.201 -2.046 -1.926
13 H 1.286 -2.535 -0.259
14 H 0.648 -1.185 -1.811

- Kohn-Sham gap (Ha) = 0.3741
- energy above the lowest of the compared OMol25 structures with the same formula, charge and spin (kcal/mol) = 56.8
- total charge = 0
- HOMO energy (eV) = -9.7
- SMILES string = C=CN=C.O=CO

---

# 4
The following is a quantum chemistry calculation of C4H7NO2 in the gas phase at a distorted geometry, from the Open Molecules 2025 dataset.

CARTESIAN COORDINATES (ANGSTROEM)
1 C 0.243 1.261 0.760
2 N -0.487 0.164 0.149
3 C -1.859 0.090 0.180
4 O -2.499 -0.920 0.021
5 C 0.216 -0.608 -0.861
6 C 1.422 -1.393 -0.311
7 O 1.669 -1.443 0.867
8 H 1.153 0.889 1.220
9 H 0.518 2.036 0.039
10 H -0.400 1.699 1.518
11 H -2.342 1.067 0.382
12 H 0.659 0.106 -1.574
13 H -0.506 -1.237 -1.381
14 H 2.211 -1.711 -1.010

- Kohn-Sham gap (Ha) = 0.3783
- energy above the lowest of the compared OMol25 structures with the same formula, charge and spin (kcal/mol) = 35.2
- total charge = 0
- HOMO energy (eV) = -9.5
- SMILES string = CN(C=O)CC=O

---

# 5
The following is a quantum chemistry calculation of C4H7NO2 in the gas phase, from the Open Molecules 2025 dataset.

CARTESIAN COORDINATES (ANGSTROEM)
1 H -0.828 2.740 1.052
2 N -0.620 1.966 1.678
3 C -0.001 1.083 1.035
4 O 0.325 -0.123 1.562
5 C 0.956 -0.899 0.542
6 C 0.460 -0.209 -0.726
7 C -0.949 -0.616 -1.132
8 O 0.407 1.149 -0.263
9 H 2.045 -0.835 0.652
10 H 0.630 -1.937 0.642
11 H 1.170 -0.255 -1.554
12 H -1.559 -0.786 -0.237
13 H -1.401 0.203 -1.699
14 H -0.962 -1.521 -1.744

- Kohn-Sham gap (Ha) = 0.3938
- energy above the lowest of the compared OMol25 structures with the same formula, charge and spin (kcal/mol) = 23.9
- total charge = 0
- HOMO energy (eV) = -9.9
- SMILES string = [H]/N=C1/OC[C@@H](C)O1

---

# 6
The following is a quantum chemistry calculation of C4H7NO2 in the gas phase at a distorted geometry, from the Open Molecules 2025 dataset.

CARTESIAN COORDINATES (ANGSTROEM)
1 C -0.869 2.006 -1.332
2 C 0.019 0.959 -1.260
3 C 0.032 0.381 0.163
4 O 1.190 0.575 0.852
5 N -0.036 -1.420 0.081
6 C 0.355 -1.995 1.170
7 O 0.764 -1.424 2.187
8 H -0.806 2.649 -2.294
9 H -1.405 2.425 -0.502
10 H 0.702 0.526 -1.899
11 H -0.846 0.419 0.770
12 H 1.222 -0.090 1.592
13 H -0.647 -1.851 -0.567
14 H 0.326 -3.158 1.037

- Kohn-Sham gap (Ha) = 0.3921
- energy above the lowest of the compared OMol25 structures with the same formula, charge and spin (kcal/mol) = 66.8
- total charge = 0
- HOMO energy (eV) = -9.8
- SMILES string = C=C[C@H](O)NC=O

---

Please write out number 5 again, unchanged.
The following is a quantum chemistry calculation of C4H7NO2 in the gas phase, from the Open Molecules 2025 dataset.

CARTESIAN COORDINATES (ANGSTROEM)
1 H -0.828 2.740 1.052
2 N -0.620 1.966 1.678
3 C -0.001 1.083 1.035
4 O 0.325 -0.123 1.562
5 C 0.956 -0.899 0.542
6 C 0.460 -0.209 -0.726
7 C -0.949 -0.616 -1.132
8 O 0.407 1.149 -0.263
9 H 2.045 -0.835 0.652
10 H 0.630 -1.937 0.642
11 H 1.170 -0.255 -1.554
12 H -1.559 -0.786 -0.237
13 H -1.401 0.203 -1.699
14 H -0.962 -1.521 -1.744

- Kohn-Sham gap (Ha) = 0.3938
- energy above the lowest of the compared OMol25 structures with the same formula, charge and spin (kcal/mol) = 23.9
- total charge = 0
- HOMO energy (eV) = -9.9
- SMILES string = [H]/N=C1/OC[C@@H](C)O1